Record 1
A 2-piece molecular cluster, C19H16BClFN3O8S overall at a distorted geometry, computed with the ωB97M-V functional and the def2-TZVPD basis.

```
50
Properties=species:S:1:pos:R:3
C 4.07597 1.36692 -1.73387
C 2.51969 1.20066 -1.92946
C 1.62215 2.22876 -1.13995
Cl 2.40735 3.00534 0.30326
C 0.28862 1.55071 -0.64121
C 0.40703 0.26801 0.09134
C -0.82563 -0.37646 0.56381
S -0.69899 -1.96425 1.46197
C -2.13408 0.29264 0.32380
C -3.40196 -0.44620 0.86588
C -3.63113 -1.68575 -0.09756
N -3.42349 -1.45612 -1.34196
N -2.19415 1.51791 -0.34800
C -3.50666 2.15676 -0.52263
C -4.37604 1.72669 -1.60565
C -5.72823 2.26003 -1.87458
C -6.10991 3.32885 -0.90493
C -5.12260 3.63808 0.13346
N -3.88307 3.13224 0.34502
C -1.03026 2.11693 -0.82366
F -1.15749 3.31296 -1.47020
H 4.48499 2.21505 -2.36008
H 4.41620 1.40361 -0.66862
H 4.54841 0.43585 -2.17551
H 2.31772 1.38324 -3.02943
H 2.24399 0.12844 -1.75387
H 1.30905 3.05767 -1.83403
H 1.42389 -0.18229 0.26520
H -0.99775 -1.73226 2.78587
H -3.13082 -0.80397 1.90185
H -4.30703 0.21108 0.94958
H -3.92341 -2.70175 0.27830
H -3.56561 -2.31909 -1.88774
H -4.00387 0.89797 -2.26707
H -6.39129 1.90437 -2.69223
H -7.09695 3.84744 -0.96377
H -5.44753 4.42193 0.87409
B 4.15814 -3.02817 1.76347
O 5.35377 -2.74022 0.94513
C 4.93233 -2.33180 -0.24715
O 5.65079 -2.01277 -1.15675
C 3.44384 -2.33247 -0.26761
O 2.74232 -2.01352 -1.19672
O 2.98613 -2.73921 0.90693
O 4.14973 -4.43145 2.21231
C 4.12856 -4.42602 3.54633
O 4.11743 -5.41054 4.23225
C 4.12062 -3.01876 4.02930
O 4.10196 -2.66187 5.17520
O 4.13723 -2.19518 2.97987
```

Values from the calculation:
* HOMO: -9.08 eV
* relative energy (zero: lowest compared OMol25 entry of this formula, charge and spin): 58.8 kcal per mole
* multiplicity: 1
* Kohn-Sham gap: 6.890 eV

Atom charges from the Mulliken analysis, given in e for atoms 1 to 6:
1 C -1.19
2 C -0.28
3 C -0.34
4 Cl -0.16
5 C -0.01
6 C 0.04



Record 2
An isolated ion of composition C5H15N2O and charge +1 at a distorted geometry, computed with the ωB97M-V functional and the def2-TZVPD basis.

```
23
Properties=species:S:1:pos:R:3
C 0.43106 2.44995 1.85201
N 0.76857 1.33360 0.80165
C 0.72691 -0.12217 1.34656
C 0.70022 -1.25981 0.36718
N -0.69045 -1.55186 -0.04215
C -0.92242 -1.69766 -1.44112
C -0.64918 -0.28382 -2.36696
O -0.58041 0.90350 -1.66489
H 0.61307 2.03430 2.93431
H -0.61109 2.14837 2.05041
H 0.85270 3.46845 1.70554
H 1.64308 1.49428 0.35000
H 0.10638 1.33165 -0.02409
H 1.51336 -0.37332 2.12821
H -0.15357 -0.08038 2.11806
H 1.13805 -2.23398 0.84945
H 1.41459 -1.17542 -0.53904
H -1.07820 -2.35838 0.34662
H -0.34691 -2.49605 -1.99610
H -2.05674 -1.98195 -1.32945
H 0.15437 -0.68821 -2.92612
H -1.50721 -0.26137 -2.95545
H -1.46618 1.40028 -1.56465
```

Values from the calculation:
* HOMO: -12.55 eV
* relative energy (zero: lowest compared OMol25 entry of this formula, charge and spin): 93.5 kcal per mole
* multiplicity: 1
* SMILES: C[NH2+]CCNCCO
* Kohn-Sham gap: 9.675 eV
* total charge: +1

Atom charges from the Mulliken analysis, given in e for atoms 1 to 6:
1 C -0.85
2 N -0.01
3 C -0.69
4 C -0.50
5 N -0.28
6 C -0.64



Record 3
One molecule with the formula C4H8O3S at a distorted geometry, computed with the ωB97M-V functional and the def2-TZVPD basis.

```
16
Properties=species:S:1:pos:R:3
C 1.24395 -0.98360 -0.30363
O 0.48813 -0.87188 -1.62160
C -0.84335 -0.61083 -1.30672
O -1.07752 0.85413 -1.31941
C -1.25294 1.33616 -0.06060
S 0.20839 2.06411 0.90698
C 1.05552 0.58203 1.43386
O 1.73323 0.07120 0.44832
H 0.66137 -1.70975 0.55053
H 2.04632 -1.70385 -0.52023
H -1.32647 -0.93945 -2.13229
H -1.45995 -1.09918 -0.40748
H -2.01184 2.17198 0.09925
H -1.60630 0.44006 0.28210
H 1.69996 0.65317 2.22067
H 0.44150 -0.25430 1.73025
```

Values from the calculation:
* HOMO: -9.13 eV
* relative energy (zero: lowest compared OMol25 entry of this formula, charge and spin): 106.4 kcal per mole
* multiplicity: 1
* SMILES: C1OCOCSCO1
* Kohn-Sham gap: 10.025 eV

Atom charges from the Mulliken analysis, given in e for atoms 1 to 6:
1 C -0.36
2 O -0.31
3 C -0.37
4 O -0.36
5 C -0.29
6 S -0.12



Record 4
A 2-piece molecular cluster, C4H5NO4S overall at a distorted geometry, computed with the ωB97M-V functional and the def2-TZVPD basis.

```
15
Properties=species:S:1:pos:R:3
C 3.57827 -0.16482 -0.66344
C 2.36428 -0.37980 -0.09328
C -3.28752 -1.20854 -0.19517
C 1.67660 0.37832 0.84938
N -2.82961 -0.07912 -0.88819
O -4.34185 -1.55382 -0.80266
O -2.59476 -1.66773 0.71429
O -2.15566 2.40669 -0.70387
O -3.22439 1.37022 1.21603
S -2.41942 1.16440 0.03407
H 4.20899 -0.92208 -1.11116
H 3.87565 0.89154 -0.75220
H 2.09377 -1.46604 0.04009
H 1.07172 -0.18269 1.46636
H 1.98393 1.41347 0.88976
```

Values from the calculation:
* HOMO (spin up / spin down): -0.72 / 1.48 eV
* relative energy (zero: lowest compared OMol25 entry of this formula, charge and spin): 2.4 kcal per mole
* multiplicity: 1
* Kohn-Sham gap (spin up / spin down): 6.602 / 3.339 eV
* total charge: -2

Atom charges from the Mulliken analysis, given in e for atoms 1 to 6:
1 C -0.71
2 C 0.04
3 C 0.56
4 C -0.86
5 N -0.26
6 O -0.74



Record 5
C35H35BrN6O2ReS as an isolated structure, computed with the ωB97M-V functional and the def2-TZVPD basis.

```
81
Properties=species:S:1:pos:R:3
Re -1.19952 -0.36934 0.73659
O -0.86959 0.31327 -3.43204
C -1.14335 1.65266 -3.29542
C -2.01130 2.24406 -4.20141
C -2.31536 3.58992 -4.07997
C -1.76152 4.35872 -3.06053
C -0.91444 3.76013 -2.14615
C -0.60219 2.40605 -2.25045
C 0.23029 1.73056 -1.21598
O -0.56721 0.60766 -0.65743
N 1.38101 1.09268 -1.74614
N 2.11364 0.44695 -0.77139
C 3.31043 0.11769 -1.04246
C 4.09601 -0.70282 -0.13302
Br 3.11983 -1.68105 1.17050
C 5.41903 -0.87701 -0.22937
C 6.30269 -0.14506 -1.14649
C 7.34659 -0.83636 -1.76699
C 8.19380 -0.18327 -2.64480
C 8.02583 1.17226 -2.89668
C 7.01569 1.87634 -2.25930
C 6.15906 1.22324 -1.38563
H -0.03098 0.13599 -2.97188
H -2.41917 1.64700 -5.00609
H -2.98313 4.04747 -4.79742
H -1.98935 5.41222 -2.98455
H -0.48779 4.34080 -1.33671
H 0.42619 2.34927 -0.33732
H 1.85755 1.54797 -2.51835
H 3.79246 0.38272 -1.98530
H 5.88468 -1.62277 0.40480
H 7.48688 -1.89065 -1.56297
H 8.99442 -0.72935 -3.12494
H 8.69795 1.68289 -3.57301
H 6.90798 2.93979 -2.42604
H 5.40971 1.78811 -0.84477
C 0.80495 1.47766 4.36858
C 1.16827 0.41607 3.33046
C 0.70217 -0.96481 3.71790
C 1.55918 -1.82445 4.39484
C 1.13693 -3.08685 4.78311
C -0.15276 -3.51100 4.50489
C -1.05091 -2.68677 3.83535
C -2.46725 -3.14899 3.60399
C -3.36027 -2.91443 4.82392
C -0.59408 -1.41961 3.46361
N -1.47551 -0.54543 2.72179
C -2.30261 0.29912 3.31934
C -2.91290 1.22557 2.48586
C -3.82678 2.27733 2.59591
C -3.94992 2.83297 1.32378
C -3.10663 2.12411 0.47160
N -2.46834 1.15137 1.16434
H 1.20723 2.45097 4.08984
H 1.21203 1.21031 5.34377
H -0.27588 1.58110 4.48257
H 2.24798 0.38410 3.18670
H 0.76877 0.71130 2.34716
H 2.57036 -1.50014 4.60694
H 1.81961 -3.74616 5.30200
H -0.47370 -4.49868 4.81222
H -2.44818 -4.21602 3.37548
H -2.90055 -2.65210 2.73212
H -2.95995 -3.42505 5.69957
H -4.36749 -3.28791 4.64476
H -3.43513 -1.85420 5.07369
H -2.43831 0.24846 4.39332
H -4.33083 2.58875 3.49651
H -4.56780 3.66791 1.03946
H -2.91856 2.27785 -0.58036
S -0.99993 -2.67781 0.34400
C -1.09297 -2.72448 -1.41550
N -2.04737 -2.04809 -2.09641
C -2.08543 -2.02403 -3.44438
C -1.15518 -2.74596 -4.13860
C -0.23525 -3.47179 -3.38198
N -0.19872 -3.44506 -2.05297
H -2.76311 -1.55301 -1.57762
H -2.86967 -1.43461 -3.89678
H -1.15079 -2.76065 -5.21737
H 0.51043 -4.09451 -3.86241
```

Values from the calculation:
* HOMO (spin up / spin down): -12.60 / -12.60 eV
* relative energy (zero: lowest compared OMol25 entry of this formula, charge and spin): 41.9 kcal per mole
* multiplicity: 4
* Kohn-Sham gap (spin up / spin down): 5.410 / 5.072 eV
* total charge: +2

Atom charges from the Mulliken analysis, given in e for atoms 1 to 6:
1 Re 0.86
2 O -0.59
3 C 0.45
4 C -0.51
5 C -0.53
6 C -0.88



E? In order: -67565.546; -10446.508; -21251.105; -24739.769; -132890.495 eV.